Here is a cluster of 2 separate species, C2H6O2Si2 in total from the Open Molecules 2025 dataset. Energies are from wB97M-V/def2-TZVPD.

Last column: Mulliken charge in e.
Geometry (Å):
C1 0.564 0.860 -0.763  0.226
C2 -0.573 -0.875 0.400  0.243
O1 -0.032 1.518 -1.545  -0.375
O2 0.138 -1.354 1.232  -0.399
Si1 2.261 0.715 0.043  0.411
Si2 -2.408 -0.763 0.015  0.476
H1 2.070 1.285 1.347  -0.086
H2 2.685 -0.701 0.010  -0.082
H3 3.607 1.495 -0.451  -0.111
H4 -3.237 -1.821 0.569  -0.111
H5 -2.694 -0.929 -1.328  -0.104
H6 -2.380 0.571 0.471  -0.090

highest occupied orbital energy (alpha / beta): -6.15 / -11.36 eV
strongest force on any atom: 0.053 Eh/bohr
<S²>: 2.007
HOMO-LUMO gap (alpha / beta): 0.2319 / 0.3789 hartree
multiplicity: 3
relative energy (zero: lowest compared OMol25 entry of this formula, charge and spin): 1.154 eV
total charge: 0